(1)
Here is 2 unconnected molecules or ions with the total composition C3H3NO from the OMol25 dataset. Energies are from the ωB97M-V functional and the def2-TZVPD basis.

Each line ends with the Löwdin charge.
Cartesian coordinates (Å):
C  -0.631  1.202  -0.872  -0.32
C  2.091  0.751  -2.879  -0.01
C  -0.157  0.158  -0.006  -0.07
N  -1.036  2.028  -1.551  0.14
O  1.284  0.161  -3.402  0.02
H  -0.916  -0.621  0.049  0.09
H  0.035  0.564  0.985  0.09
H  0.765  -0.276  -0.392  0.07

Values from the calculation:
HOMO = -11.89 eV
Total charge = 0
Frontier orbital gap = 12.708 eV

---

(2)
Here is C3H3NO in the gas phase at a distorted geometry from the OMol25 dataset. Energies are from the ωB97M-V functional and the def2-TZVPD basis.

Each line ends with the Löwdin charge.
Cartesian coordinates (Å):
O  0.015  1.203  -0.605  0.03
C  -0.652  0.469  0.389  -0.15
C  -0.397  -0.805  0.628  0.05
C  1.044  0.614  -1.129  -0.36
N  1.962  0.108  -1.625  0.18
H  -1.390  1.099  0.873  0.12
H  0.233  -1.398  -0.028  0.07
H  -0.814  -1.290  1.497  0.07

Values from the calculation:
HOMO = -10.35 eV
Structure (SMILES) = C=COC#N
Total charge = 0
Frontier orbital gap = 11.148 eV

---

(3)
Here is C3H3NO2 in the gas phase at a distorted geometry from the OMol25 dataset. Energies are from the ωB97M-V functional and the def2-TZVPD basis.

Each line ends with the Löwdin charge.
Cartesian coordinates (Å):
C  -1.281  -0.233  0.257  -0.04
O  -0.264  0.765  0.416  -0.05
C  0.783  0.694  -0.427  -0.50
O  0.930  1.372  -1.401  0.18
C  1.823  -0.257  0.026  -0.08
N  2.653  -0.950  0.437  0.19
H  -0.927  -1.210  0.598  0.10
H  -2.112  0.092  0.883  0.10
H  -1.606  -0.274  -0.789  0.10

Values from the calculation:
HOMO = -11.74 eV
Structure (SMILES) = COC(=O)C#N
Total charge = 0
Frontier orbital gap = 11.355 eV

---

(4)
Here is 2 unconnected molecules or ions with the total composition C3H3NO2 at a distorted geometry from the OMol25 dataset. Energies are from the ωB97M-V functional and the def2-TZVPD basis.

Each line ends with the Löwdin charge.
Cartesian coordinates (Å):
O  -1.655  0.025  -0.493  0.11
C  -0.641  -0.782  -0.448  -0.20
C  0.050  -1.836  -0.261  -0.12
O  0.535  -1.037  0.760  -0.12
C  0.943  1.845  0.558  -0.02
N  0.078  2.205  -0.113  0.08
H  -1.328  0.936  -0.652  0.07
H  0.273  -2.860  -0.531  0.11
H  1.745  1.503  1.181  0.08

Values from the calculation:
HOMO = -8.05 eV
Structure (SMILES) = OC1=CO1.C#N
Total charge = 0
Frontier orbital gap = 8.986 eV